22
Properties=species:S:1:pos:R:3 method="wB97M-V/def2-TZVPD" de_lowest_kj_mol=341.0 fmax_ha_per_bohr=0.088 smiles="CC1=N[C@H]1c1ccccc1C(=O)C#N" orbital_gap_ev=8.271
C -2.6425 2.3072 0.4475
C -2.2395 1.0519 -0.1511
N -2.3938 0.2289 -1.1071
C -1.6203 -0.3133 0.0364
C -0.2344 -0.7635 -0.0815
C -0.1273 -2.1640 -0.0319
C 1.0831 -2.8350 -0.1423
C 2.3062 -2.0756 -0.2027
C 2.2245 -0.7295 -0.1703
C 0.9694 -0.0450 -0.1254
C 1.0095 1.4102 -0.2634
O 0.1190 2.1010 -0.6460
C 2.2800 2.0291 0.1430
N 3.2648 2.4658 0.5782
H -1.8540 2.4800 1.2028
H -3.6761 2.1744 0.8941
H -2.4549 3.0230 -0.2147
H -2.3184 -1.0081 0.5419
H -1.0268 -2.7313 0.2115
H 1.1947 -3.8945 -0.1620
H 3.1646 -2.6643 -0.3514
H 2.9723 -0.0475 -0.4057


26
Properties=species:S:1:pos:R:3 method="wB97M-V/def2-TZVPD" charge=+1 de_lowest_kj_mol=109.4 fmax_ha_per_bohr=0.151 orbital_gap_ev="7.601 / 6.807" spin_multiplicity=3
O -4.0865 -3.9961 -0.0951
C -3.0504 -3.5456 -0.0633
Ni -0.0087 0.0993 -0.0792
C 1.8982 0.0509 -0.1748
O 2.9845 0.3946 0.0642
C -0.8253 1.6652 -0.2721
O -1.0545 2.8006 -0.1766
C -0.5800 -0.3271 1.7372
O -0.5615 -0.0678 2.8540
C -0.1927 -0.1891 -1.8046
O -0.2769 -0.1774 -2.9617
H -1.5267 -0.2822 -0.0253
N 1.0295 1.8618 1.5759
C 1.8464 2.8866 1.0422
C 2.0007 3.1974 -0.3262
C 2.9034 4.2354 -0.6767
C 3.6176 4.8768 0.3450
C 3.4687 4.5487 1.7098
C 2.5681 3.5469 2.0359
H 0.1991 2.2496 2.0567
H 1.5729 1.2291 2.1894
H 1.4461 2.6741 -1.1357
H 3.0461 4.5242 -1.7376
H 4.3222 5.6592 0.1302
H 3.9867 4.9917 2.5795
H 2.3399 3.1580 3.0445


28
Properties=species:S:1:pos:R:3 method="wB97M-V/def2-TZVPD" charge=-1 de_lowest_kj_mol=0.0 fmax_ha_per_bohr=0.003 orbital_gap_ev=6.663
Rh -1.3315 -0.6429 0.8977
S 4.5509 1.5927 4.3840
C 3.1972 1.0282 3.6238
S 1.6157 1.0857 4.3059
C 0.7490 0.3344 2.9869
C 1.5022 -0.0261 1.9320
S 0.8455 -0.8088 0.5177
S 3.2096 0.3198 2.0517
S -0.9666 0.0844 3.0706
C -1.4175 1.2227 0.1423
H -2.4467 1.5679 0.2543
H -1.1365 1.2064 -0.9085
H -0.7494 1.8760 0.7012
O -7.3809 1.3195 1.8614
C -7.0559 1.2680 0.5452
O -7.7634 1.8290 -0.2479
C -5.8364 0.5021 0.1691
C -5.5490 0.3767 -1.1967
C -4.4323 -0.2963 -1.6374
C -3.5548 -0.9059 -0.7262
S -2.0215 -1.5972 -1.1615
C -3.8735 -0.8108 0.6407
C -4.9743 -0.0932 1.0814
H -6.7464 0.8127 2.3808
H -6.2235 0.8473 -1.8997
H -4.1983 -0.3392 -2.6932
H -3.3023 -1.3817 1.3881
H -5.1266 -0.0267 2.1540


56
Properties=species:S:1:pos:R:3 method="wB97M-V/def2-TZVPD" charge=-2 de_lowest_kj_mol=90.9 fmax_ha_per_bohr=0.104 orbital_gap_ev=4.037
Na -18.6784 -6.9527 -19.1016
As -14.8569 -1.2499 -19.7733
F -13.6042 -0.0568 -19.1317
F -15.3811 -1.5668 -18.1058
F -16.0606 -2.4485 -20.3821
F -14.3114 -1.0036 -21.4619
F -13.6482 -2.5780 -19.6503
F -16.0706 0.0830 -19.9076
As -14.6545 -7.8422 -24.8433
F -14.0082 -6.2780 -24.2262
F -15.5589 -6.8736 -26.0472
F -15.4258 -9.3214 -25.4546
F -13.7053 -8.7040 -23.5895
F -16.0100 -7.7112 -23.6776
F -13.3978 -7.9602 -26.1039
O -14.9508 -11.4452 -16.2453
C -15.7632 -10.5782 -16.8150
O -15.3197 -9.4753 -17.1647
O -16.9320 -10.8746 -16.9915
H -15.5232 -12.2031 -16.1051
C -23.1087 -1.0924 -21.2142
C -23.4131 -1.9745 -19.9850
C -23.6190 -1.2222 -18.6480
F -22.4997 -0.7182 -18.1239
F -24.5323 -0.2578 -18.6187
F -24.5178 -2.6436 -20.2212
F -22.4927 -2.9258 -19.8135
O -22.5586 -1.8286 -22.3618
C -22.8928 -1.2061 -23.5898
C -21.9173 -1.8058 -24.6497
F -22.3577 -1.4155 -25.8484
F -20.5527 -1.6960 -24.5269
F -24.1416 -1.4642 -23.7805
F -22.6569 0.0565 -23.5621
H -22.4236 -0.3028 -20.9055
H -24.0520 -0.5880 -21.4232
H -23.9668 -1.9151 -17.8818
H -22.0694 -2.8852 -24.6436
C -19.4362 -1.3683 -9.1844
C -19.7320 -2.3416 -10.3290
C -18.6286 -2.3778 -11.4471
F -17.3984 -2.7678 -11.0709
F -19.0151 -3.0230 -12.5522
F -20.0446 -3.5254 -9.8155
F -20.7747 -1.8653 -10.9189
O -19.2758 -0.0625 -9.6115
C -18.6412 0.8923 -8.7259
C -18.5560 2.2904 -9.4758
F -18.1987 3.3417 -8.7423
F -17.7396 2.2370 -10.5656
F -19.4392 0.9963 -7.6204
F -17.3979 0.4610 -8.3828
H -18.5723 -1.7613 -8.6482
H -20.2533 -1.3747 -8.4630
H -18.3740 -1.3538 -11.7204
H -19.5700 2.5263 -9.7988


33
Properties=species:S:1:pos:R:3 method="wB97M-V/def2-TZVPD" charge=+3 fmax_ha_per_bohr=0.196 orbital_gap_ev="7.350 / 5.219" spin_multiplicity=4
V 0.0912 -0.3956 0.8711
S 3.7896 0.4647 -1.4119
C 3.7177 -1.1703 -1.1001
C 2.4650 -1.6508 -0.7951
C 1.5011 -0.6508 -0.6214
C 2.0753 0.5916 -0.8810
C 1.3285 1.8037 -0.6080
C 1.2111 2.9246 -1.4143
C 0.3195 3.9051 -1.0740
C -0.2547 3.8636 0.2327
C -0.1728 2.7149 0.9884
N 0.5299 1.6528 0.5515
H 4.6745 -1.6613 -1.0993
H 2.2253 -2.6620 -0.6139
H 1.6085 3.0073 -2.3344
H 0.0359 4.7263 -1.6750
H -0.7392 4.7229 0.7362
H -0.7671 2.6311 1.9045
O 2.6287 -1.1213 2.1084
N 1.5831 -0.6553 1.7049
F -1.4693 -0.2312 -0.6009
As -2.9102 0.2067 0.3819
F -4.2348 0.2919 -0.7699
F -2.5050 1.9218 -0.1450
F -3.3967 -1.3978 0.8156
F -1.5268 0.2316 1.9608
F -3.8814 1.0522 1.6897
C -1.5530 -4.5950 0.0306
C -0.8178 -3.3641 0.3579
N -0.4153 -2.4010 0.8982
H -2.5613 -4.3257 -0.2093
H -1.5238 -5.3139 0.8956
H -1.0555 -5.1166 -0.7742


38
Properties=species:S:1:pos:R:3 method="wB97M-V/def2-TZVPD" de_lowest_kj_mol=0.0 fmax_ha_per_bohr=0.036 orbital_gap_ev="9.537 / 9.224" spin_multiplicity=2
Mn 0.5110 -0.6405 0.6557
Cl -6.5902 -0.1299 0.3658
C -4.9125 0.0417 0.0838
C -4.0880 -1.0845 0.0754
Cl -4.7221 -2.6350 0.4122
C -2.7393 -0.9332 -0.2020
Cl -1.6403 -2.2522 -0.0233
C -2.1883 0.3084 -0.5077
O -0.8713 0.3889 -0.8646
C -2.9879 1.4377 -0.3684
Cl -2.2607 2.9865 -0.3939
C -4.3500 1.3050 -0.0926
Cl -5.3300 2.7006 0.0455
F 3.1858 -2.5481 -1.7647
C 2.5788 -2.7921 -0.6094
F 1.2275 -2.7736 -0.8396
F 2.9056 -4.0027 -0.2088
S 2.9036 -1.4248 0.6240
O 1.9620 -1.7548 1.6954
O 4.2931 -1.4299 0.8955
O 2.3500 -0.2926 -0.1395
F -1.7581 0.4844 2.1577
C -0.5613 -0.1755 2.1993
F -0.6577 -0.9814 3.2751
F 0.3705 0.8249 2.5248
C -1.3275 1.9146 -3.3811
Si -0.5551 0.3999 -2.5919
C 1.2939 0.4552 -2.8147
C -1.3087 -1.1892 -3.2488
H -1.0555 1.9196 -4.4405
H -0.9482 2.8365 -2.9436
H -2.4164 1.9280 -3.3204
H 1.5087 0.7949 -3.8310
H 1.7589 -0.5222 -2.6910
H 1.7803 1.1425 -2.1238
H -1.1751 -1.2464 -4.3314
H -2.3792 -1.2571 -3.0448
H -0.8291 -2.0664 -2.8116